(1)
The following is a DFT calculation (the ωB97M-V functional and the def2-TZVPD basis) of a structure of composition C33H48Ge2N2O2Pd.

XYZ file:
```
88
Properties=species:S:1:pos:R:3:forces:R:3:lowdin_charge:R:1
Pd -0.574388 0.390685 0.117477 0.243 -1.675 0.061 0.650
C -1.594916 -0.871029 -3.372540 -0.047 -0.029 0.029 -0.073
C -2.084708 -1.594739 -2.095223 -0.006 0.026 0.051 -0.818
C -3.467039 -1.031617 -1.699015 -0.016 0.033 -0.071 -0.069
C -2.241741 -3.096674 -2.425245 0.037 0.043 0.027 -0.084
O -1.187658 -1.444728 -1.077439 0.071 0.197 -0.285 -0.329
H -2.338485 -0.870899 -4.178665 -0.033 -0.041 -0.037 0.058
H -0.685909 -1.357954 -3.736362 0.046 -0.008 0.013 0.058
H -1.348665 0.162971 -3.125612 -0.013 0.036 0.047 0.053
H -4.201614 -1.078677 -2.514559 0.009 -0.033 -0.018 0.059
H -3.358209 0.007363 -1.380795 0.043 0.020 0.004 0.053
H -3.854472 -1.599439 -0.849513 0.018 -0.010 0.045 0.065
H -2.917530 -3.291395 -3.264967 -0.074 0.029 -0.080 0.056
H -2.620826 -3.616355 -1.543371 -0.005 -0.021 0.055 0.062
H -1.256471 -3.504206 -2.661346 0.035 -0.022 -0.012 0.062
C -1.448927 2.047169 -0.410487 -0.108 0.655 0.324 -0.438
Ge -0.229745 3.465823 -0.134860 -0.223 0.046 0.164 0.795
C 0.031568 3.705650 1.814383 -0.021 -0.058 -0.113 -0.293
C -1.083834 3.499661 2.626948 -0.013 0.014 0.017 -0.138
C -0.996788 3.591539 4.006934 -0.086 0.005 0.030 -0.113
C 0.217520 3.893436 4.611056 -0.014 -0.018 0.113 -0.126
C 1.335443 4.102365 3.820126 0.089 0.024 0.028 -0.118
C 1.236129 4.010012 2.435425 0.107 0.138 -0.019 -0.114
C 1.634772 3.628261 -0.865852 -0.068 0.103 -0.028 -0.253
C 2.581348 2.683953 -0.470586 0.005 -0.130 0.072 -0.125
C 3.874467 2.707418 -0.966202 0.112 -0.042 -0.024 -0.113
C 4.253326 3.663305 -1.903105 0.133 -0.077 -0.001 -0.135
C 3.322324 4.598410 -2.325230 0.023 0.071 -0.089 -0.125
C 2.034739 4.580624 -1.802372 -0.073 0.099 0.028 -0.113
C -1.040094 5.238849 -0.642779 0.038 -0.116 -0.132 -0.252
C -1.442864 5.471993 -1.959712 0.014 -0.087 -0.040 -0.133
C -2.097841 6.635078 -2.333321 -0.045 0.068 -0.092 -0.124
C -2.382042 7.606973 -1.383881 -0.057 0.099 -0.011 -0.138
C -2.003425 7.396046 -0.066331 -0.023 0.073 0.016 -0.120
C -1.341796 6.228719 0.291609 0.098 0.014 0.046 -0.106
H -1.597893 1.823478 -1.488625 -0.051 0.007 0.032 -0.108
H -2.017271 3.219632 2.154514 -0.029 0.008 -0.036 0.079
H -1.875818 3.400841 4.614401 0.019 0.013 0.008 0.090
H 0.292975 3.943972 5.692648 0.000 0.010 -0.019 0.084
H 2.293563 4.326430 4.280198 -0.026 -0.003 -0.006 0.084
H 2.123738 4.176184 1.833845 0.014 -0.027 -0.021 0.087
H 2.283798 1.904566 0.226045 -0.031 -0.041 0.002 0.087
H 4.592184 1.970941 -0.620663 0.064 -0.048 -0.002 0.079
H 5.264806 3.675674 -2.298890 -0.024 0.000 0.014 0.082
H 3.598335 5.351150 -3.058273 0.005 -0.022 0.018 0.085
H 1.330496 5.338894 -2.129636 -0.028 -0.004 0.010 0.081
H -1.254176 4.714490 -2.714185 0.012 -0.034 -0.002 0.098
H -2.397501 6.778400 -3.366955 -0.002 0.014 0.019 0.086
H -2.902570 8.516028 -1.667165 0.009 -0.010 0.001 0.081
H -2.227109 8.141196 0.690931 -0.003 0.005 -0.023 0.086
H -1.056604 6.086192 1.327625 0.006 -0.027 0.031 0.086
C -1.728605 -0.104367 5.007917 0.158 -0.226 -0.125 -0.248
Ge -1.705238 -0.227331 3.003408 -0.216 0.266 -0.082 0.704
C -2.132472 -2.091125 2.522080 0.050 0.062 0.108 -0.236
C -3.272276 0.885268 2.551457 -0.040 -0.100 -0.066 -0.245
C -0.070333 0.335087 2.155772 -0.237 0.878 -0.294 -0.393
H -2.709737 -0.382395 5.396783 -0.092 -0.022 0.026 -0.007
H -1.513058 0.920368 5.309337 0.024 0.083 -0.005 -0.020
H -0.979881 -0.757434 5.461511 0.038 -0.026 0.036 -0.009
H -3.172741 -2.319566 2.761750 -0.041 -0.035 0.024 -0.002
H -1.487603 -2.788453 3.061647 0.015 -0.042 0.012 -0.002
H -1.975205 -2.221643 1.450907 0.014 0.033 -0.104 -0.008
H -4.178716 0.277526 2.618437 -0.053 -0.011 0.038 0.000
H -3.185955 1.287688 1.538884 0.085 -0.048 0.025 -0.025
H -3.362156 1.713230 3.256952 -0.043 0.034 0.064 -0.011
H 0.691305 -0.456788 2.161469 0.023 -0.012 -0.017 -0.039
H 0.328830 1.242111 2.608531 0.143 -0.122 0.140 -0.057
C 4.247632 -0.822084 1.017490 -0.004 0.008 0.114 -0.048
N 4.471043 -0.900612 -0.406083 -0.051 -0.088 -0.071 -0.097
C 5.844259 -0.837438 -0.838027 0.069 0.078 0.001 -0.200
C 5.959884 -1.143641 -2.318228 0.035 0.059 -0.014 -0.166
C 4.978986 -0.269786 -3.076876 0.053 0.028 0.027 -0.188
N 3.645795 -0.516799 -2.588021 0.014 -0.135 0.052 -0.091
C 2.547617 -0.041353 -3.405654 -0.108 0.076 -0.077 -0.033
C 3.381919 -0.656859 -1.236197 -0.084 0.175 -0.115 -0.495
O 2.250926 -0.595794 -0.807313 0.183 -0.184 0.187 0.040
H 4.708686 -1.678347 1.520845 -0.007 0.019 -0.005 0.082
H 3.177396 -0.821069 1.206541 0.000 -0.001 -0.004 0.080
H 4.677702 0.097690 1.434285 0.000 0.003 0.006 0.088
H 6.427783 -1.555393 -0.248742 -0.033 0.008 -0.023 0.114
H 6.274301 0.157732 -0.628894 -0.020 -0.028 -0.019 0.115
H 5.716020 -2.192891 -2.497202 -0.002 -0.019 -0.007 0.117
H 6.982757 -0.963780 -2.657288 -0.009 0.005 0.002 0.107
H 4.999332 -0.498629 -4.146736 -0.010 -0.024 0.034 0.116
H 5.253193 0.791861 -2.971812 0.012 0.007 -0.005 0.115
H 2.623393 -0.487847 -4.401559 -0.005 0.028 0.022 0.082
H 2.564143 1.051508 -3.495789 -0.015 -0.007 -0.007 0.093
H 1.606526 -0.332051 -2.943090 0.024 0.014 -0.017 0.081
```
Forces are in eV/Å.

Values from the calculation:
2S+1	1
calculated total energy	-158583.5468	eV
LUMO energy	4.1354	eV
orbital gap	3.8875	eV
total charge	-2
highest occupied orbital energy	0.2	eV

(2)
The following is a DFT calculation (the ωB97M-V functional and the def2-TZVPD basis) of a structure of composition C33H48GeLiN2O5S3Si.

XYZ file:
```
94
Properties=species:S:1:pos:R:3:forces:R:3:lowdin_charge:R:1
Li 1.460059 -1.433932 0.049704 -0.015 -0.154 0.053 0.526
N 4.270628 -4.466992 6.244810 -0.003 -0.002 0.010 0.042
C 3.851512 -4.002122 5.259272 0.010 0.005 -0.003 -0.300
C 3.350316 -3.450769 4.077014 -0.025 0.036 -0.040 -0.290
C 4.186660 -2.788548 3.113156 -0.003 -0.062 0.057 -0.077
C 3.645609 -2.277327 1.969353 -0.106 0.008 0.031 -0.196
N 2.319158 -2.330113 1.644113 0.088 -0.014 0.010 -0.053
C 1.529480 -2.967890 2.553600 -0.013 -0.001 -0.067 -0.224
C 1.959117 -3.517966 3.726340 0.065 -0.008 0.005 -0.086
H 5.248424 -2.683904 3.297935 0.006 -0.002 -0.017 0.090
H 4.273547 -1.753440 1.259134 0.018 0.013 -0.015 0.083
H 0.479238 -3.019364 2.285260 -0.003 0.025 0.034 0.069
H 1.251730 -4.007598 4.385048 -0.009 -0.005 -0.008 0.093
C -1.491266 -4.794350 0.588358 0.054 0.009 0.003 -0.093
C -2.452370 -3.612014 0.436617 -0.048 -0.020 0.030 -0.602
C -3.827089 -4.131570 0.014732 0.023 -0.050 0.002 -0.104
C -2.588070 -2.892466 1.781944 -0.044 0.025 0.009 -0.095
Si -1.679299 -2.384186 -0.805797 -0.084 0.022 -0.039 0.365
O -0.226279 -1.943928 -0.409488 0.173 0.043 0.007 -0.424
C -1.641126 -3.272333 -2.502095 0.009 0.032 -0.023 -0.214
C -2.722770 -3.567472 -3.336539 -0.023 -0.013 0.008 -0.104
C -2.556574 -4.231664 -4.546669 0.037 0.002 0.014 -0.111
C -1.289067 -4.626052 -4.954702 0.003 0.022 0.028 -0.119
C -0.195477 -4.346294 -4.144804 -0.042 0.000 -0.019 -0.098
C -0.374581 -3.676712 -2.941055 -0.008 -0.011 0.001 -0.129
C -2.860682 -0.885909 -0.868612 -0.001 0.002 -0.006 -0.195
C -2.418470 0.271798 -0.216408 -0.024 -0.027 0.007 -0.094
C -3.223658 1.399871 -0.113596 -0.019 -0.024 -0.023 -0.089
C -4.489918 1.409392 -0.683690 0.014 -0.020 0.001 -0.113
C -4.946739 0.280062 -1.349447 0.020 0.008 0.023 -0.113
C -4.141447 -0.849919 -1.428532 0.001 -0.037 -0.008 -0.107
H -1.852634 -5.483326 1.363941 0.000 -0.006 -0.010 0.077
H -0.489265 -4.460846 0.870596 -0.064 -0.021 -0.029 0.065
H -1.404613 -5.356788 -0.346393 0.003 -0.002 0.000 0.075
H -4.211413 -4.834223 0.767514 -0.006 0.008 -0.007 0.075
H -3.782634 -4.665846 -0.938563 0.002 0.001 0.001 0.065
H -4.554966 -3.321708 -0.078475 -0.013 0.025 -0.006 0.064
H -2.910836 -3.595191 2.562410 0.007 0.006 -0.002 0.079
H -3.327884 -2.088776 1.724892 -0.012 0.002 0.009 0.076
H -1.644090 -2.443597 2.095183 0.055 0.003 0.010 0.057
H -3.726299 -3.274599 -3.047685 0.028 -0.019 -0.007 0.077
H -3.417327 -4.439697 -5.172496 -0.005 0.000 -0.004 0.088
H -1.154707 -5.142073 -5.898589 0.001 -0.004 0.002 0.087
H 0.800029 -4.643154 -4.454218 0.001 0.000 0.000 0.096
H 0.481170 -3.437112 -2.317947 -0.009 -0.033 0.003 0.096
H -1.423198 0.273343 0.218268 -0.003 0.010 0.003 0.083
H -2.859059 2.273562 0.412038 0.032 0.030 0.002 0.089
H -5.115980 2.291767 -0.611416 0.003 -0.002 0.004 0.088
H -5.932647 0.276242 -1.801687 0.001 -0.002 -0.002 0.087
H -4.535026 -1.721139 -1.941094 0.010 0.021 0.011 0.074
C 1.066489 4.587110 2.774318 -0.017 0.005 0.020 -0.119
C -0.291533 4.898618 2.155670 0.012 0.020 -0.025 -0.280
C -0.325725 4.696855 0.639705 0.007 -0.012 0.035 -0.285
C -0.049397 3.238763 0.232098 -0.033 0.144 0.023 -0.306
Ge 1.724565 2.965154 -0.548233 -0.265 0.042 0.440 0.835
C 1.651868 3.723794 -2.358067 0.046 -0.186 -0.080 -0.335
C 2.508753 4.980226 -2.445052 0.017 0.068 -0.066 -0.307
C 2.709333 5.483071 -3.875372 0.010 0.022 0.016 -0.281
C 1.412915 5.892771 -4.565144 -0.006 0.000 0.013 -0.127
H 1.057954 4.762918 3.852220 -0.002 0.006 0.002 0.065
H 1.848747 5.209270 2.332932 0.008 -0.011 -0.002 0.066
H 1.341914 3.543497 2.617710 0.009 -0.008 -0.008 0.051
H -0.574438 5.930933 2.390770 0.000 0.003 0.013 0.094
H -1.047303 4.250375 2.610639 -0.012 0.003 -0.004 0.103
H 0.403480 5.384760 0.186173 -0.029 -0.012 -0.010 0.086
H -1.303343 5.015153 0.262971 -0.008 0.003 0.026 0.096
H -0.746311 2.908755 -0.537802 -0.031 -0.016 -0.028 0.036
H -0.184015 2.572952 1.085300 -0.002 -0.063 0.035 0.029
H 2.793749 3.755964 0.241354 0.007 0.034 -0.023 0.031
H 0.600240 3.922924 -2.575882 -0.002 0.021 -0.002 0.060
H 2.006610 2.973932 -3.064755 -0.007 0.008 0.046 0.053
H 3.486600 4.775548 -2.001792 0.030 0.001 -0.018 0.095
H 2.061146 5.782949 -1.844581 0.024 0.005 0.011 0.098
H 3.197735 4.693711 -4.455292 -0.001 0.003 0.007 0.106
H 3.397697 6.334760 -3.862996 0.010 0.006 -0.019 0.095
H 0.727197 5.048860 -4.645952 -0.003 -0.007 -0.003 0.064
H 1.596709 6.271295 -5.572960 0.004 0.005 -0.006 0.059
H 0.903618 6.677917 -3.999476 -0.003 0.000 0.005 0.069
C -0.317500 -0.457131 4.461177 -0.025 -0.015 -0.001 -0.426
S 0.296803 0.395970 2.999412 -0.016 0.041 -0.041 0.748
C 2.041108 0.457379 3.442617 0.003 0.015 -0.007 -0.389
H 0.179438 -1.423261 4.559923 0.001 0.010 0.001 0.017
H -1.387124 -0.618125 4.326025 -0.003 -0.001 0.003 0.021
H -0.156497 0.134509 5.364187 -0.002 0.004 0.004 0.026
H 2.193584 1.112791 4.302740 0.019 -0.002 -0.017 0.033
H 2.586236 0.839801 2.580460 0.006 0.001 -0.006 0.017
H 2.407689 -0.544774 3.662006 -0.010 -0.007 -0.002 0.021
S 0.174874 -0.317635 -3.208808 0.062 0.119 0.120 0.813
C 0.215733 0.986946 -2.432400 -0.135 -0.096 -0.165 -0.481
O 4.353620 0.650842 0.409594 -0.080 0.036 0.062 -0.321
S 3.318597 0.654410 -0.596221 0.202 0.218 -0.263 0.296
O 2.960036 -0.677847 -1.077434 -0.209 0.003 0.110 -0.401
O 1.985901 1.234090 0.060314 0.050 -0.022 -0.203 -0.465
O 3.533029 1.636074 -1.673331 0.288 -0.211 -0.042 -0.392
```
Forces are in eV/Å.

Values from the calculation:
2S+1	2
calculated total energy	-145326.8450	eV
LUMO energy (alpha / beta)	4.0867 / 4.0863	eV
orbital gap (alpha / beta)	3.8136 / 7.4665	eV
total charge	-2
highest occupied orbital energy (alpha / beta)	0.3 / -3.4	eV